(1)
Below is a cluster of 2 separate species, C5H14N2O in total, with properties calculated with ωB97M-V with the def2-TZVPD basis set.

The energy relative to the best compared isomer or geometry (same formula, charge and spin) comes out at 881.90 kJ/mol. The HOMO-LUMO gap comes out at 4.34 eV. The calculation puts the total energy at -10431.8878 eV. Its multiplicity is 1. As for the total charge: 0. The value obtained for the HOMO energy is -8.11 eV.

Positions of all 22 atoms, in Å:
C (-0.1195, -0.2089, 1.3214)
N (0.7130, 0.9643, 1.5618)
C (0.6294, 1.8812, 0.4259)
C (0.9420, 1.3498, -1.0129)
C (-0.2325, 0.6808, -1.8225)
O (-0.2108, -0.7160, -1.7773)
C (0.6412, -1.5036, 1.1326)
N (-0.1387, -2.4010, 0.2866)
H (-0.6942, -0.0614, 0.3906)
H (-0.8432, -0.4206, 2.1497)
H (-0.4146, 2.3372, 0.3282)
H (1.3300, 2.7180, 0.6155)
H (-2.6303, -0.3974, 0.4419)
H (1.7474, 0.6351, -0.9212)
H (1.2963, 2.2000, -1.6137)
H (-0.1869, 1.0627, -2.8185)
H (-1.2149, 1.1272, -1.3993)
H (0.9673, -1.9792, 2.0511)
H (1.6389, -1.2489, 0.6679)
H (-0.3504, -1.8432, -0.6007)
H (0.3380, -3.3308, 0.0944)
H (-3.2076, -0.8454, 0.4987)

=====

(2)
Below is an isolated molecule of C5H14N2O, with properties calculated with ωB97M-V with the def2-TZVPD basis set.

The energy relative to the best compared isomer or geometry (same formula, charge and spin) comes out at 255.84 kJ/mol. The HOMO-LUMO gap comes out at 9.41 eV. The calculation puts the total energy at -10438.3764 eV. Its multiplicity is 1. As for the total charge: 0. The value obtained for the HOMO energy is -8.46 eV.

Positions of all 22 atoms, in Å:
C (0.4733, 1.4595, -1.8177)
N (0.9402, 0.5037, -0.7792)
C (0.4704, 0.8238, 0.5953)
C (1.5682, 0.3242, 1.5557)
C (-0.8986, 0.1781, 1.0516)
N (-1.6665, -0.5761, 0.0963)
C (-1.3724, -1.9149, -0.2982)
O (-0.0542, -2.2073, -0.7670)
H (1.3392, 1.8455, -2.3493)
H (0.0461, 2.3920, -1.4349)
H (-0.1497, 0.9483, -2.5317)
H (0.5935, -0.3939, -1.0352)
H (0.2809, 1.8909, 0.6512)
H (2.5020, 0.8288, 1.3076)
H (1.6981, -0.7479, 1.4163)
H (1.3936, 0.8132, 2.5003)
H (-1.5091, 1.0195, 1.3526)
H (-0.7623, -0.3850, 1.9539)
H (-1.9320, -0.0459, -0.7154)
H (-1.9980, -2.1251, -1.1553)
H (-1.5902, -2.6207, 0.4946)
H (0.6277, -2.0109, -0.0916)

=====

(3)
Below is an isolated molecule of C5H14N2O, with properties calculated with ωB97M-V with the def2-TZVPD basis set.

The energy relative to the best compared isomer or geometry (same formula, charge and spin) comes out at 205.14 kJ/mol. The HOMO-LUMO gap comes out at 9.74 eV. The calculation puts the total energy at -10438.9019 eV. Its multiplicity is 1. As for the total charge: 0. The value obtained for the HOMO energy is -8.83 eV.

Positions of all 22 atoms, in Å:
C (-2.4497, 0.7228, 0.0654)
N (-1.1060, 0.9579, 0.5556)
C (-0.1669, -0.1457, 0.3424)
C (-0.3035, -1.1631, 1.4609)
O (0.3027, -2.4265, 1.2226)
C (1.2693, 0.3969, 0.2332)
C (1.9247, 0.1283, -1.1058)
N (1.3822, 0.9607, -2.1743)
H (-2.9460, -0.1330, 0.5414)
H (-3.0517, 1.6126, 0.2614)
H (-2.4176, 0.5161, -1.0047)
H (-1.0781, 1.2596, 1.5191)
H (-0.4181, -0.6428, -0.5964)
H (0.2688, -0.7724, 2.3122)
H (-1.2990, -1.2740, 1.9076)
H (0.2407, -2.6681, 0.2921)
H (1.2548, 1.4774, 0.3697)
H (1.8965, 0.0158, 1.0415)
H (2.9983, 0.2856, -1.0184)
H (1.8547, -0.9527, -1.3104)
H (1.3289, 0.4638, -3.0471)
H (0.5148, 1.3809, -1.8681)

=====

Look up the multiplicity of the first one. 1